Entry from the OMol25 dataset: C17H25N3O3 in the gas phase in a non-equilibrium geometry (ωB97M-V/def2-TZVPD).

Structure (XYZ):
```
48
Properties=species:S:1:pos:R:3:forces:R:3
H -5.130102 -1.291799 1.843365 0.84 -0.10 1.21
C 3.471546 2.588471 1.745323 0.51 0.62 -1.01
H 3.930469 -0.458277 -2.143183 -1.67 0.86 -0.18
C -0.341244 0.146310 -2.382126 -1.20 3.32 -3.18
O 0.150059 1.045187 -3.119941 0.16 -2.09 1.91
H 0.489657 2.455136 0.258442 -1.49 0.93 -1.49
C 2.015591 0.859490 2.650696 0.38 0.73 1.09
N -1.742847 0.156511 -2.326025 -0.02 -1.42 1.75
H -1.053053 1.385330 1.539121 -0.98 0.32 -0.84
H -0.111994 -1.964547 -1.899275 0.47 1.39 0.06
C 2.822623 -0.132095 -2.129435 1.71 0.95 1.07
H 1.407241 -1.010503 -4.146932 -0.24 0.92 -1.42
C 1.944584 -1.339026 -2.191303 -2.26 2.17 -0.46
N -2.471784 -0.712138 2.148537 3.78 3.13 -1.75
C 0.975021 1.201837 1.799739 0.81 0.17 1.27
H 2.639198 0.541789 -1.270258 0.33 -0.73 0.30
C 0.461271 -0.992498 -1.691869 -0.73 -2.65 0.26
C 1.933245 -1.767588 -3.647867 0.79 -2.66 1.40
C -0.943623 -0.747652 1.939998 -0.57 0.56 0.07
H -3.728391 1.064077 -2.227431 0.53 -0.85 0.16
H 3.014701 -1.921244 -3.876718 -0.92 0.44 -0.60
O -2.456419 -2.600734 3.238250 -2.35 1.96 -0.80
H -2.136730 -0.556675 -1.717618 0.30 0.00 -0.15
H 3.879513 1.464454 3.562665 -0.21 0.16 -0.70
H -3.067473 0.887203 -3.857738 0.46 0.49 0.75
H -4.890649 -0.905616 3.599540 -0.35 0.03 0.27
H -4.926600 -2.587956 2.996193 -0.53 -1.13 0.64
H 2.349383 -2.081210 -1.574210 0.16 -1.33 1.12
C 3.179237 1.687228 2.739686 -0.07 -2.03 0.09
H -2.921290 -0.019525 1.570944 -0.10 -0.04 0.04
H 4.509941 2.993269 1.624347 -1.26 -0.03 0.46
O -1.672919 -1.658267 -0.138796 -0.32 -0.39 0.53
C -4.618631 -1.599714 2.817608 -0.53 1.29 -1.94
C -2.786997 1.110613 -2.798159 0.33 -1.01 -0.73
C -0.727715 -1.205424 0.499452 -0.89 0.35 -2.26
C -3.140757 -1.639160 2.727999 2.04 -5.45 2.53
C 1.268852 2.264635 0.908613 -0.78 -1.73 0.68
H -0.402919 -1.421003 2.635099 -0.92 0.31 -0.18
H 2.606556 3.673167 0.063389 0.14 0.01 -0.38
H -2.519581 2.125568 -2.639127 0.81 0.92 -0.42
H -0.735559 1.018892 3.167544 0.56 -0.35 -0.67
H 1.888245 0.041938 3.380821 0.05 0.56 -0.27
H 2.529400 0.562530 -2.899986 0.46 -0.04 -0.84
C 2.470053 2.885132 0.778988 1.20 -0.14 1.48
C -0.462050 0.722146 2.123119 0.54 0.22 0.57
H 1.439144 -2.766274 -3.783194 0.24 0.88 0.02
H 1.231333 -0.632338 0.322161 -0.75 0.03 -0.89
N 0.382461 -0.869648 -0.220448 1.56 0.41 1.44
```
Forces are in eV/Å.

Results
spin multiplicity: 1
structure (SMILES): CNC(=O)[C@H](NC(=O)[C@@H](Cc1ccccc1)NC(C)=O)C(C)C
LUMO: 0.472 eV
gap between HOMO and LUMO: 9.800 eV
total energy: -1052.743809 hartree
relative energy (zero: lowest compared OMol25 entry of this formula, charge and spin): 3.695 eV
HOMO: -9.3278 eV

Mulliken atomic charge list, values in e, 4 entries: number 1, H, carries 0.30; number 2, C, carries -0.33; number 3, H, carries 0.38; number 4, C, carries 0.38